1.
The following is a DFT calculation (ωB97M-V with the def2-TZVPD basis set) of C24H56GaI2N8O7S as an isolated structure.

```
99
Properties=species:S:1:pos:R:3:forces:R:3:mulliken_charge:R:1
I 8.5092 -0.7766 -2.8017 0.123 0.017 0.164 0.04
I 6.6927 -2.2687 -5.4987 -0.256 0.007 -0.198 -0.05
Ga 6.0664 -4.5479 -3.0280 -0.553 -0.115 -0.255 -0.03
S 8.2548 -5.3078 -2.5813 0.197 0.146 0.263 0.96
O -5.3608 -0.5160 1.1746 -0.027 -0.074 -0.007 -0.67
O 8.2919 -6.0725 -1.3274 -0.086 -0.117 -0.052 -0.71
O 0.1050 -0.3249 0.8544 -0.149 -0.054 0.072 -0.72
O -2.2259 4.6680 5.2829 0.032 -0.015 -0.009 -0.65
O 9.2668 -4.2550 -2.7129 0.015 0.012 -0.073 -0.63
O -1.8151 7.9606 0.5200 -0.001 0.085 0.044 -0.65
O -3.5954 3.3392 0.6218 -0.252 -0.092 -0.015 -0.66
N -1.0890 -3.7064 -3.9009 -0.018 -0.073 -0.276 -0.89
N -1.4971 -1.4178 -0.2901 0.087 -0.051 0.055 0.09
N -2.6008 7.1604 2.4668 0.013 0.076 -0.065 -0.09
N -5.9551 1.2091 -0.1256 -0.083 0.027 0.169 -0.03
N -1.1186 2.9119 6.1360 -0.033 0.014 -0.006 -0.16
N 0.5320 -2.4937 -2.7913 0.319 0.068 -0.425 -0.29
N 0.5998 -4.8124 -2.6229 -0.503 -0.217 0.176 -0.16
N -1.4329 2.7916 0.7827 -0.092 -0.151 0.032 0.37
C -3.4460 7.1186 3.6444 0.004 0.034 0.002 -0.88
C 6.5125 -1.5135 -2.4895 -0.383 0.018 -0.162 -0.31
C 2.3886 -4.9781 -0.8044 -0.072 -0.058 -0.050 -0.73
C 5.9765 -2.5543 -3.4937 0.563 -0.109 0.388 -0.54
C 4.8293 -5.0706 -1.5274 0.105 0.069 -0.023 -0.73
C 0.8942 -4.8288 -1.1737 0.227 0.024 0.019 -0.20
C -6.5145 1.8587 -1.2884 0.076 0.032 -0.001 -0.93
C -0.6037 1.5581 6.1641 0.016 0.076 0.068 -0.65
C -3.5696 9.2191 1.5510 0.025 0.019 -0.057 -1.38
C -1.8690 3.5040 5.1704 -0.017 -0.015 -0.006 0.43
C -2.8202 -1.9811 -0.4750 0.081 0.063 -0.096 -0.96
C -2.2278 2.6726 3.9620 -0.018 0.116 0.074 -0.72
C -6.4387 -1.0671 -0.8908 -0.004 -0.063 0.075 -1.53
C -0.0020 2.9105 0.5945 0.049 -0.129 -0.057 -1.00
C 3.3911 -4.7412 -1.9347 0.156 0.090 0.307 -0.25
C -1.9125 -0.8145 2.0504 0.080 0.064 -0.019 -1.21
C -2.5878 8.0720 1.4611 0.003 -0.174 0.085 0.89
C 6.4041 -2.0129 -1.0573 0.114 0.328 0.102 -1.23
C -2.4245 3.5996 0.3594 0.102 0.158 0.079 0.99
C -2.0362 4.8544 -0.3749 -0.105 0.024 -0.045 -1.62
C 8.6451 -6.4866 -3.8735 0.057 0.100 -0.113 -1.01
C -5.8805 -0.1114 0.1411 0.112 0.009 -0.020 0.95
C -1.0096 -0.8385 0.8314 -0.060 0.160 -0.116 0.86
C -0.0557 -3.7118 -3.1541 0.128 0.096 0.212 0.46
H -4.5970 8.8540 1.5697 -0.003 0.011 0.037 0.34
H -0.9023 1.0245 5.2677 0.004 -0.011 0.002 0.11
H -2.8155 1.7971 4.2415 0.044 -0.034 -0.015 0.43
H 5.9213 -0.6024 -2.5827 0.118 0.089 -0.043 0.44
H -4.0299 6.1985 3.6651 0.007 0.014 0.025 0.24
H 0.4884 -3.9221 -0.7240 0.001 0.052 -0.088 -0.18
H -5.7485 2.4376 -1.8069 -0.011 -0.001 -0.012 0.27
H 2.5584 -5.9728 -0.3828 0.051 -0.021 -0.089 0.33
H -5.5349 1.7943 0.5827 0.191 0.099 -0.082 0.15
H -6.2905 -2.0794 -0.5262 0.006 0.015 0.014 0.31
H -1.4397 -4.6501 -4.0425 -0.025 0.042 0.048 0.20
H -2.8444 7.1527 4.5524 -0.033 -0.035 -0.014 0.28
H -2.8140 3.2858 3.2832 -0.001 -0.015 -0.011 0.11
H -6.9151 1.1208 -1.9776 -0.003 0.021 -0.003 0.36
H 7.9164 -7.2947 -3.8553 0.045 -0.014 -0.014 0.29
H 0.3876 -1.8338 -3.5478 -0.241 0.093 0.209 0.32
H -1.3195 2.3430 3.4562 -0.024 -0.071 0.013 0.24
H -2.8488 -0.2888 1.8465 -0.033 -0.072 0.004 0.30
H -1.3917 5.4764 0.2449 0.046 0.068 -0.106 0.37
H 1.5343 -2.6067 -2.6726 -0.085 0.021 0.209 0.07
H -1.5129 4.6462 -1.3087 0.035 -0.057 0.036 0.49
H 4.9096 -2.3354 -3.5835 -0.016 -0.049 -0.085 0.36
H 2.6198 -4.2709 -0.0029 -0.026 -0.063 0.050 0.34
H 8.6228 -5.9550 -4.8241 -0.076 -0.042 -0.013 0.28
H 0.4863 1.5578 6.2126 0.002 -0.020 -0.034 0.29
H 0.2402 3.7827 -0.0055 -0.070 0.024 0.013 0.40
H -0.9867 1.0148 7.0297 -0.017 -0.029 -0.024 0.30
H 9.6566 -6.8410 -3.6745 -0.032 -0.058 0.088 0.36
H 3.1242 -5.3229 -2.8182 -0.070 0.076 -0.026 0.40
H -3.4299 9.8464 0.6759 0.017 -0.014 -0.006 0.32
H 6.6567 -1.2066 -0.3664 -0.002 -0.011 0.018 0.52
H 0.3742 2.0155 0.1013 0.081 0.025 0.008 0.28
H -4.1274 7.9645 3.6449 -0.003 0.010 -0.029 0.40
H -2.1615 -1.8248 2.3767 -0.047 0.006 -0.010 0.49
H -0.8598 -1.4299 -1.0784 0.043 -0.084 0.048 0.13
H -2.9410 5.4138 -0.5918 0.012 0.011 -0.002 0.26
H -0.9084 3.5186 6.9129 0.007 0.000 -0.010 0.25
H -3.3471 -1.4388 -1.2632 -0.041 -0.029 0.015 0.29
H -3.3964 9.8133 2.4488 -0.035 -0.015 0.016 0.36
H -1.9263 6.4193 2.3570 -0.003 0.001 0.044 0.16
H -5.9260 -0.9544 -1.8469 -0.031 0.014 -0.016 0.39
H 0.3302 -5.6592 -0.7438 -0.003 0.032 0.043 0.44
H 3.3381 -3.6790 -2.2167 -0.072 -0.045 -0.152 -0.34
H 7.0934 -2.8366 -0.8632 -0.130 -0.097 -0.057 0.37
H -7.3212 2.5362 -1.0028 -0.014 -0.013 -0.022 0.31
H 0.5030 2.9985 1.5585 0.033 0.050 -0.007 0.29
H 4.9230 -6.1503 -1.3743 0.022 0.006 0.046 0.62
H 5.6012 -5.3563 -4.3312 0.152 -0.013 -0.012 -0.34
H 5.0821 -4.5930 -0.5767 -0.005 -0.027 -0.001 0.38
H -2.7719 -3.0321 -0.7662 0.073 0.006 0.016 0.24
H 0.1410 -5.6610 -2.9204 0.108 0.007 -0.018 0.28
H -1.3756 -0.3091 2.8499 0.038 -0.021 -0.018 0.13
H 5.3735 -2.3128 -0.8486 0.049 -0.158 -0.037 0.17
H -7.5047 -0.8975 -1.0473 0.004 0.004 -0.039 0.47
H -1.7670 1.9966 1.3069 0.074 -0.089 -0.128 -0.22
H -3.3978 -1.8896 0.4382 -0.077 -0.014 -0.020 0.36
```
Positions in Å, forces in eV/Å.

M   924.36 u
Frontier orbital gap   7.15 eV
Total charge   -1



2.
The following is a DFT calculation (ωB97M-V with the def2-TZVPD basis set) of one molecule with the formula C9H17N3O4 at a distorted geometry.

```
33
Properties=species:S:1:pos:R:3:forces:R:3:nbo_charge:R:1
O 2.2002 1.2344 -0.9687 -0.507 0.362 -0.158 -0.66
O -0.2769 2.4430 0.1893 1.198 0.354 -0.682 -0.69
O -1.9065 1.8579 1.6151 1.168 0.043 -1.382 -0.59
O 1.3062 -0.5332 2.4688 0.844 -0.125 1.243 -0.59
N 4.0956 1.5764 0.1776 1.477 -1.027 0.243 -0.82
N 0.9614 -1.4007 -1.0349 0.626 -0.849 0.035 -0.83
N -0.5073 -0.6685 1.1509 0.021 -0.072 -1.130 -0.64
C -1.1004 0.1632 0.0792 0.516 -0.233 -0.248 -0.19
C -2.4424 -0.4531 -0.3096 0.095 2.083 -2.297 -0.19
C 0.8377 -0.7682 1.3920 -0.333 0.370 -1.146 0.68
C 3.0760 0.7675 -0.2639 0.082 0.437 0.297 0.69
C -2.7988 0.2844 -1.7160 0.345 -0.597 1.578 -0.61
C 1.6982 -1.3373 0.2618 -1.308 -0.851 -0.759 -0.14
C -1.1585 1.5847 0.6877 -0.809 -0.773 0.559 0.78
C 3.0433 -0.6913 0.1356 1.576 -0.076 0.598 -0.51
C -3.5663 -0.2872 0.6822 -1.355 -1.099 -0.320 -0.62
H -3.7491 -0.0748 -2.0895 -0.359 0.140 0.012 0.21
H 0.4369 2.0683 -0.4268 -1.379 0.158 1.067 0.53
H 1.8734 -2.3767 0.6074 0.147 0.405 0.054 0.21
H 3.5515 -0.8326 1.1156 -0.124 0.147 -0.680 0.25
H -2.2386 -1.4874 -0.5400 -0.002 -0.447 0.133 0.20
H -2.0561 0.0778 -2.5094 -0.123 0.200 0.589 0.21
H 4.1501 2.4726 -0.3125 0.064 -0.530 0.425 0.41
H -2.8484 1.3650 -1.4744 -0.077 -0.474 -0.498 0.21
H 3.6325 -1.2300 -0.6414 -0.229 0.211 0.510 0.23
H 4.9947 1.1790 0.5862 -1.990 0.797 -0.834 0.40
H -3.3361 -0.5556 1.7027 0.363 -0.168 0.275 0.21
H -0.4534 0.1544 -0.8371 -0.473 -0.012 1.222 0.27
H 0.3489 -2.2278 -1.0542 0.363 0.516 0.160 0.37
H -4.4103 -0.9544 0.3821 0.539 0.356 0.139 0.20
H -1.0226 -0.4963 1.9809 -0.244 0.171 1.100 0.40
H -3.9891 0.7026 0.7306 0.151 0.486 -0.170 0.23
H 1.6542 -1.5561 -1.7671 -0.263 0.097 0.067 0.36
```
Positions in Å, forces in eV/Å.

Energy above the lowest of the compared OMol25 structures with the same formula, charge and spin   11.6 kcal/mol
Structure (SMILES)   CC(C)[C@H](NC(=O)[C@@H](N)CC(N)=O)C(=O)O
M   231.25 u
Frontier orbital gap   9.78 eV
Total charge   0



3.
The following is a DFT calculation (ωB97M-V with the def2-TZVPD basis set) of a 2-piece molecular cluster, C10H9NS2 overall at a distorted geometry.

```
22
Properties=species:S:1:pos:R:3:forces:R:3:nbo_charge:R:1
S -0.5355 3.2480 -0.6368 1.330 1.369 0.260 0.45
S -2.0848 0.7802 -0.4830 0.593 0.350 0.462 0.22
N 0.5647 0.9938 3.1871 -0.213 0.322 0.895 -0.34
C -1.3970 -2.5572 -0.1915 1.125 1.875 0.973 -0.20
C 0.1409 -2.1795 -1.9791 0.524 3.006 -0.022 -0.21
C 1.0585 0.0163 0.8986 0.124 0.442 -1.790 -0.31
C -0.9076 1.7733 -0.0831 -1.413 -2.365 -0.667 -0.49
C 0.8185 -1.1939 -1.1837 -0.764 -0.605 -1.185 -0.18
C -0.9960 -2.7808 -1.4477 0.231 -1.995 -1.732 -0.21
C 0.3294 -0.9040 0.1073 0.317 -0.720 0.994 -0.06
C -0.8093 -1.5759 0.6026 1.294 -0.445 -2.552 -0.17
C 0.7506 0.5282 2.1545 -0.054 -0.357 0.007 0.23
C 0.7600 3.5782 0.5925 0.455 1.523 0.292 -0.75
H -1.5151 -3.6094 -1.9886 0.511 1.011 0.128 0.22
H 0.2402 3.6336 1.5252 -0.287 0.219 0.643 0.24
H 1.6500 -0.5011 -1.4636 -0.673 -1.184 -0.490 0.22
H -0.9776 -1.5330 1.6076 -0.951 0.435 2.519 0.22
H -2.1659 -3.1141 0.1632 -2.285 -1.487 1.254 0.21
H 1.3427 4.5152 0.4813 -0.715 -0.339 -0.444 0.23
H 1.4783 2.8051 0.7287 0.357 -0.921 -0.514 0.23
H 2.0346 0.2921 0.4851 -0.336 0.169 0.300 0.23
H 0.2204 -2.2150 -3.0766 0.831 -0.302 0.669 0.22
```
Positions in Å, forces in eV/Å.

Energy above the lowest of the compared OMol25 structures with the same formula, charge and spin   93.7 kcal/mol
M   207.32 u
Frontier orbital gap (spin up / spin down)   5.81 / 6.19 eV
Total charge   0



4.
The following is a DFT calculation (ωB97M-V with the def2-TZVPD basis set) of one molecule with the formula C8H11NO4S at a distorted geometry.

```
25
Properties=species:S:1:pos:R:3:forces:R:3:nbo_charge:R:1
S -0.0174 -1.0880 -2.6645 -2.584 -0.756 -1.548 2.53
O 0.9787 -1.4483 -1.7280 0.581 -0.262 -0.757 -0.89
O -1.2354 -2.2262 -2.6265 2.043 1.292 1.695 -0.87
O -0.8623 0.1576 -2.1010 -0.140 -1.574 -2.411 -0.74
O 0.2457 -0.9579 -4.0778 0.031 0.526 1.431 -0.91
N 0.8856 1.6242 -1.4199 1.522 0.279 -1.387 -0.85
C 0.6842 -1.3516 2.4222 0.126 2.142 -0.066 -0.22
C -0.2724 -1.8688 1.5866 0.783 -0.919 1.261 -0.21
C 0.9083 0.6647 0.9611 -1.346 -2.413 2.392 -0.22
C -0.4685 -1.2236 0.3812 -0.577 0.593 1.344 -0.21
C -0.3191 1.0284 -1.0809 0.307 -1.136 1.476 0.40
C 0.0238 0.0267 0.0939 0.481 3.567 0.708 -0.04
C 1.1885 -0.0911 2.1157 2.519 1.283 0.688 -0.19
C -1.4068 2.1112 -0.9723 1.386 1.467 1.144 -0.63
H 1.5404 0.9252 -1.8018 -0.113 0.939 0.374 0.39
H -1.1632 3.0757 -0.3674 0.298 -1.935 -0.834 0.23
H -0.6973 -2.7551 2.1072 -0.448 0.295 -1.817 0.23
H -2.2406 1.7032 -0.4656 -1.272 -0.387 -0.116 0.23
H -1.5990 -2.2241 -3.4956 -0.512 -0.032 -1.316 0.50
H 0.8529 2.4950 -1.9488 -0.135 -0.604 -0.042 0.38
H 1.9738 0.3674 2.7801 -1.056 -0.566 -0.320 0.20
H 0.8824 -1.7642 3.3898 0.245 -0.358 0.243 0.21
H 1.1301 1.7134 0.9695 0.461 0.032 -0.504 0.23
H -1.1144 -1.6140 -0.2989 -1.957 -1.261 -1.702 0.21
H -1.5432 2.4604 -1.9953 -0.644 -0.210 0.065 0.23
```
Positions in Å, forces in eV/Å.

Energy above the lowest of the compared OMol25 structures with the same formula, charge and spin   47.1 kcal/mol
Structure (SMILES)   C[C@](N)(OS(=O)(=O)O)c1ccccc1
M   217.25 u
Frontier orbital gap   9.61 eV
Total charge   0